The following is a quantum chemistry calculation of C34H91F6N5O27S3Zn as an isolated structure, from the OMol25 dataset.

- charge = -2
- calculated total energy (eV) = -196691.488

Structure (XYZ):
```
167
C34H91F6N5O27S3Zn the ωB97M-V functional and the def2-TZVPD basis
Zn 12.1159 12.4606 10.1371
S 11.1400 10.1175 10.2142
O 10.1783 9.4084 11.0161
O 12.2520 10.7127 10.9269
O 11.6676 9.3354 9.1271
O 10.5585 11.3288 9.6746
C 15.1904 12.1536 6.7019
F 15.5546 11.6841 5.4816
F 16.0265 11.7165 7.6472
F 15.2573 13.4801 6.7382
S 13.4366 11.5417 7.1475
O 13.5218 10.0660 7.1496
O 13.0539 12.0922 8.4550
O 12.6319 12.1510 6.0610
C 16.3542 13.7781 10.8924
F 16.1679 14.1208 9.6531
F 16.8201 12.5286 10.9194
F 17.1747 14.6492 11.4636
S 14.6690 13.9023 11.8686
O 13.5997 13.3288 11.0238
O 14.9342 13.0724 13.0583
O 14.3790 15.3372 12.1096
C 18.9510 11.4286 6.4416
C 18.9771 11.9342 7.9265
O 20.2774 12.3010 8.4020
O 19.5419 10.1970 6.2771
H 19.4650 12.0883 5.7426
H 17.9072 11.3564 6.1360
H 18.6884 11.0868 8.5483
H 18.2236 12.6726 8.2006
H 20.1130 12.8213 9.1919
H 20.4496 10.3009 6.5717
C 15.4180 18.3289 10.8673
C 15.4091 19.8467 10.6866
O 16.5887 20.1494 9.9477
O 14.3712 17.8472 11.6421
H 16.2837 17.9817 11.4312
H 15.5304 17.7738 9.9360
H 15.2898 20.3014 11.6700
H 14.5106 20.1660 10.1588
H 16.7008 21.0868 10.1217
H 14.5450 16.9070 11.7289
C 16.9639 15.6923 14.7497
C 18.0359 14.6094 14.7392
O 18.7991 14.4815 15.9807
O 17.5925 16.9182 14.9267
H 16.1247 15.6106 15.4405
H 16.4999 15.7316 13.7641
H 18.7679 14.8142 13.9580
H 17.4970 13.6668 14.6430
H 19.5143 15.1192 15.9219
H 17.0867 17.7037 14.7058
C 11.5401 12.6725 16.4928
C 11.8661 13.4741 15.1728
O 10.6977 13.9283 14.5593
O 11.5609 13.6384 17.5778
H 12.3253 11.9387 16.6746
H 10.5289 12.2806 16.3840
H 12.4583 12.8370 14.5159
H 12.4911 14.3415 15.3853
H 10.2870 14.5090 15.2041
H 10.9626 14.3619 17.3773
C 13.8338 9.5460 13.6706
C 14.5577 10.3138 14.9189
O 15.6907 11.0845 14.4800
O 12.6212 10.1223 13.3399
H 13.5456 8.5588 14.0320
H 14.5993 9.4835 12.8972
H 15.0075 9.5395 15.5404
H 13.8863 10.8842 15.5608
H 15.3539 11.7470 13.8722
H 12.6544 10.3795 12.4156
C 11.1147 15.1839 10.1455
C 10.1243 14.3934 11.2013
O 10.8935 13.3442 11.7305
O 11.5962 14.2188 9.1734
H 11.8549 15.7972 10.6595
H 10.3877 15.8034 9.6203
H 9.2572 14.0174 10.6584
H 9.7431 15.0563 11.9781
H 10.7978 13.4327 12.6816
H 11.3426 14.5515 8.3094
C 15.1571 9.0967 9.9898
C 15.6393 8.6399 8.6235
C 17.0222 7.9308 8.4921
O 17.0843 7.3886 7.1985
C 18.0492 6.3778 7.0754
N 14.6918 7.5654 8.3080
H 15.9068 9.8107 10.3309
H 15.2628 8.3299 10.7572
H 14.1347 9.4727 10.0284
H 15.6038 9.4086 7.8515
H 17.1940 7.2997 9.3641
H 17.8491 8.6385 8.5510
H 18.4202 6.4773 6.0553
H 17.6021 5.3895 7.1829
H 18.8872 6.4484 7.7688
H 14.7817 6.9113 9.0723
H 15.1943 7.0482 7.6008
C 16.7942 18.2449 5.0824
C 15.8832 19.1638 5.9031
C 15.2006 18.4679 7.0647
O 14.4340 17.3150 6.7169
C 14.0183 16.4401 7.7727
N 16.6556 20.2085 6.5656
H 17.1073 18.7565 4.1722
H 16.1864 17.4511 4.6481
H 17.7712 18.0189 5.5098
H 15.0937 19.5006 5.2313
H 14.5813 19.1147 7.6863
H 16.0390 18.0837 7.6457
H 14.9150 16.0494 8.2539
H 13.4882 15.5579 7.4138
H 13.4625 17.0499 8.4850
H 16.8031 20.0342 7.5495
H 17.5276 20.2949 6.0634
C 21.8539 14.6516 9.6065
C 20.4963 14.9990 10.1994
C 19.5913 15.9456 9.2802
O 20.2077 17.2571 9.1675
C 19.1216 18.2172 9.0700
N 19.8331 13.7530 10.5154
H 22.2453 13.9575 10.3502
H 22.5088 15.5221 9.5675
H 21.8704 14.2444 8.5956
H 20.6534 15.5960 11.0977
H 18.5482 15.9786 9.5947
H 19.5867 15.5020 8.2846
H 19.4149 19.2569 8.9243
H 18.6031 18.2100 10.0287
H 18.4713 18.0280 8.2159
H 20.4612 13.2521 11.1276
H 19.0037 13.8641 11.0809
C 19.1652 9.6629 11.1971
C 19.1703 9.3481 12.6737
C 20.5138 8.6589 13.0540
O 20.6893 7.4087 12.3535
C 20.2191 6.2449 13.1164
N 19.1135 10.6508 13.4080
H 20.1319 10.0993 10.9455
H 18.3828 10.3534 10.8822
H 19.1037 8.7331 10.6316
H 18.4205 8.6073 12.9513
H 20.5878 8.5653 14.1375
H 21.3181 9.3710 12.8694
H 19.1509 6.2012 12.9037
H 20.3997 6.2338 14.1913
H 20.6894 5.3374 12.7380
H 19.1068 10.4311 14.3938
H 18.1639 10.9101 13.1821
C 10.6776 17.3992 13.4074
C 11.7493 18.2034 14.1337
C 12.8969 17.3693 14.8393
O 12.4935 16.9485 16.1116
C 13.4621 16.3498 16.9387
N 12.3216 19.0889 13.1320
H 11.0734 16.8705 12.5403
H 9.9347 18.1571 13.1589
H 10.1523 16.6375 13.9835
H 11.3613 18.8519 14.9192
H 13.8087 17.9619 14.7648
H 13.1158 16.4715 14.2612
H 14.1466 17.0328 17.4417
H 14.1023 15.7494 16.2923
H 12.9758 15.7134 17.6780
H 13.0577 19.6144 13.5817
H 12.7713 18.4938 12.4510
```

***

The following is a quantum chemistry calculation of an isolated molecule of C3H4F2, from the OMol25 dataset.

- charge = 0
- SMILES string = CC=C(F)F
- calculated total energy (eV) = -8609.654
- relative energy (zero: lowest compared OMol25 entry of this formula, charge and spin) (eV) = 0.4598

Structure (XYZ):
```
9
C3H4F2 the ωB97M-V functional and the def2-TZVPD basis
C -0.8432 0.7768 -0.1878
C 0.3891 -0.0239 -0.4727
C 0.7974 -0.9114 0.4283
F 0.0813 -1.2666 1.4364
F 1.9952 -1.5094 0.4295
H -1.4216 0.7812 -1.1242
H -1.4186 0.4259 0.6227
H -0.7075 1.8149 0.1351
H 1.1279 -0.0875 -1.2673
```

***

| no. | F_max (eV Å⁻¹) |
| --- | --- |
| 1 | 5.8 |
| 2 | 2.5 |